Record 1
Here is the molecule C19H28FN3O3S from the OMol25 dataset. Energies are from ωB97M-V/def2-TZVPD.

* E_LUMO: 0.66 eV
* energy: -44324.0811 eV
* largest force on an atom: 1.03 eV/Å
* gap between HOMO and LUMO: 9.5 eV
* energy above the lowest of the compared OMol25 structures with the same formula, charge and spin: 0.0 kcal per mole
* structure (SMILES): CC1CCN(S(=O)(=O)N2CCC[C@@H](C(=O)NCc3ccc(F)cc3)C2)CC1

Atoms and positions in Å:
C  -4.981  -2.822  0.697
H  -4.593  -2.754  1.711
H  -4.998  -3.869  0.405
H  -6.002  -2.447  0.695
C  -4.110  -2.013  -0.258
C  -4.089  -0.536  0.141
C  -3.168  0.261  -0.783
N  -1.832  -0.296  -0.863
S  -0.852  0.119  0.424
O  -1.559  0.250  1.661
O  0.291  -0.746  0.384
N  -0.312  1.613  0.017
C  0.389  1.752  -1.237
H  -0.304  2.103  -2.017
C  1.541  2.752  -1.107
C  2.747  2.268  -0.294
O  3.830  2.808  -0.430
N  2.523  1.276  0.584
H  1.644  0.778  0.591
C  3.605  0.623  1.299
C  3.727  -0.795  0.809
C  4.469  -1.075  -0.332
C  4.521  -2.359  -0.844
C  3.811  -3.356  -0.200
C  3.062  -3.106  0.935
C  3.023  -1.817  1.433
H  2.431  -1.602  2.309
H  2.518  -3.908  1.406
F  3.851  -4.613  -0.697
H  5.094  -2.592  -1.727
H  5.006  -0.278  -0.824
H  3.388  0.643  2.371
H  4.513  1.196  1.097
C  1.021  4.070  -0.509
C  0.265  3.821  0.794
C  -0.872  2.830  0.546
H  -1.596  3.265  -0.161
H  -1.385  2.567  1.471
H  0.944  3.404  1.538
H  -0.141  4.757  1.178
H  0.352  4.548  -1.229
H  1.867  4.737  -0.335
H  1.934  2.963  -2.107
H  0.748  0.761  -1.518
C  -1.816  -1.703  -1.221
C  -2.673  -2.538  -0.273
H  -2.651  -3.583  -0.585
H  -2.248  -2.465  0.731
H  -0.775  -2.021  -1.187
H  -2.185  -1.784  -2.248
H  -3.066  1.286  -0.425
H  -3.574  0.281  -1.801
H  -5.095  -0.115  0.097
H  -3.716  -0.442  1.162
H  -4.522  -2.099  -1.271

These are the Mulliken partial charges, in e, on atoms 1 to 5:
1 C -1.66
2 H 0.35
3 H 0.41
4 H 0.41
5 C 0.46

Record 2
Here is the molecule C5H10O from the OMol25 dataset. Energies are from ωB97M-V/def2-TZVPD.

* E_LUMO: 0.99 eV
* energy: -7392.2398 eV
* largest force on an atom: 3.80 eV/Å
* gap between HOMO and LUMO: 10.6 eV
* energy above the lowest of the compared OMol25 structures with the same formula, charge and spin: 58.2 kcal per mole
* structure (SMILES): CC(C)CC=O

Atoms and positions in Å:
C  -1.211  -0.953  -0.333
C  -0.171  0.356  -0.292
C  -0.895  1.537  0.315
C  1.084  -0.030  0.528
C  2.137  -0.732  -0.211
O  1.941  -1.226  -1.306
H  -1.970  -0.631  -1.035
H  -1.717  -1.225  0.623
H  -0.755  -1.887  -0.723
H  0.119  0.447  -1.334
H  -0.317  2.463  0.228
H  -1.850  1.664  -0.199
H  -1.095  1.375  1.384
H  1.355  0.496  1.454
H  0.230  -0.782  0.599
H  3.115  -0.871  0.302

These are the Mulliken partial charges, in e, on atoms 1 to 5:
1 C -1.55
2 C 0.62
3 C -1.46
4 C -0.57
5 C -0.07

Record 3
Here is a cluster of 4 separate species, C3H12O5 in total from the OMol25 dataset. Energies are from ωB97M-V/def2-TZVPD.

* E_LUMO: 0.35 eV
* energy: -13542.7757 eV
* largest force on an atom: 3.18 eV/Å
* gap between HOMO and LUMO: 10.6 eV
* energy above the lowest of the compared OMol25 structures with the same formula, charge and spin: 24.9 kcal per mole
* structure (SMILES): CCC(=O)O.O.O.O

Atoms and positions in Å:
O  -0.889  -1.460  0.653
C  -0.893  -0.244  0.747
O  -1.306  0.494  -0.298
C  -0.349  0.598  1.861
C  1.030  0.072  2.254
H  -1.982  0.034  -0.978
H  -0.979  0.417  2.729
H  -0.507  1.725  1.737
H  1.604  -0.225  1.298
H  0.772  -0.879  2.710
H  1.502  0.939  2.849
H  0.205  0.975  -1.416
H  1.641  0.693  -1.619
O  0.779  0.504  -2.018
H  3.611  1.217  -0.915
H  2.513  2.394  -0.806
O  2.746  1.480  -0.657
H  -0.964  -1.611  -1.938
H  -1.835  -2.250  -0.830
O  -1.868  -1.766  -1.679

These are the Mulliken partial charges, in e, on atoms 1 to 5:
1 O -0.67
2 C 0.63
3 O -0.59
4 C -0.38
5 C -0.88

Record 4
Here is a structure of composition C11H10AlClNS from the OMol25 dataset. Energies are from ωB97M-V/def2-TZVPD.

* E_LUMO: 2.72 eV
* charge: -1
* energy: -43014.2817 eV
* largest force on an atom: 2.80 eV/Å
* gap between HOMO and LUMO: 6.6 eV
* energy above the lowest of the compared OMol25 structures with the same formula, charge and spin: 75.2 kcal per mole

Atoms and positions in Å:
C  -1.647  1.809  -0.012
C  -1.002  0.867  -0.901
C  0.422  1.279  -0.986
H  -1.608  0.525  -1.838
C  0.466  2.570  -0.344
C  -0.757  2.891  0.274
H  -1.075  3.828  0.764
H  -2.674  1.752  0.305
H  1.121  0.939  -1.768
H  1.325  3.261  -0.264
Al  0.251  -0.610  0.375
Cl  -1.959  -1.239  0.713
C  0.802  -2.792  0.610
C  2.049  -2.076  0.454
C  2.154  -1.688  -0.926
H  2.815  -2.005  1.207
C  0.995  -2.166  -1.618
C  0.178  -2.869  -0.682
H  -0.715  -3.433  -0.909
H  0.465  -3.303  1.499
H  3.040  -1.275  -1.392
H  0.832  -2.148  -2.686
S  -0.785  0.852  2.428
C  -1.929  2.107  2.738
N  -2.762  2.923  2.959

These are the Mulliken partial charges, in e, on atoms 1 to 5:
1 C -0.94
2 C -0.17
3 C -0.30
4 H 0.26
5 C -0.79

Record 5
Here is the molecule C17H19NS from the OMol25 dataset. Energies are from ωB97M-V/def2-TZVPD.

* E_LUMO: 0.82 eV
* energy: -30261.5091 eV
* largest force on an atom: 3.50 eV/Å
* gap between HOMO and LUMO: 8.8 eV
* energy above the lowest of the compared OMol25 structures with the same formula, charge and spin: 30.6 kcal per mole
* structure (SMILES): CNCC/C=C1/c2ccccc2CCc2sccc21

Atoms and positions in Å:
S  -3.737  1.657  0.282
C  -3.943  0.034  0.898
C  -2.744  -0.627  1.011
C  -1.608  0.237  0.590
C  -2.005  1.479  0.160
C  -0.195  -0.106  0.634
C  0.256  -1.199  -0.119
C  2.823  0.774  2.750
C  2.764  2.151  2.839
C  1.837  0.081  1.992
C  1.697  2.857  2.347
C  0.790  0.750  1.398
C  0.700  2.188  1.627
N  0.652  -2.115  -2.905
C  1.431  -2.751  -3.989
C  -1.073  2.595  -0.212
C  -0.728  -2.078  -0.943
C  -0.386  3.096  1.058
C  -0.105  -2.977  -1.998
H  -4.892  -0.349  1.200
H  -2.637  -1.609  1.420
H  1.314  -1.472  -0.207
H  3.658  0.189  3.155
H  3.549  2.649  3.353
H  1.970  -1.001  1.935
H  1.692  3.923  2.527
H  0.073  -1.306  -3.219
H  1.818  -1.953  -4.683
H  2.249  -3.366  -3.591
H  0.778  -3.377  -4.623
H  -1.609  3.415  -0.674
H  -0.339  2.260  -0.916
H  -1.344  -2.706  -0.278
H  -1.445  -1.408  -1.421
H  0.110  4.047  0.793
H  -1.128  3.304  1.835
H  -0.826  -3.566  -2.551
H  0.586  -3.719  -1.477

These are the Mulliken partial charges, in e, on atoms 1 to 5:
1 S -0.24
2 C -0.55
3 C -0.57
4 C -0.15
5 C 0.58